(1)
C26H41BN10O3SiV as an isolated structure. Source: OMol25; level of theory: ωB97M-V/def2-TZVPD.

```
! wB97M-V def2-TZVPD RIJCOSX def2/J DEFGRID3
* xyz 0 4
V 0.1428 -0.1172 1.0385
C -2.1386 -3.4347 2.5819
C -1.2969 -2.8685 1.6207
N -0.9066 -1.6518 1.9869
N -1.5013 -1.4046 3.1864
C -2.2407 -2.4580 3.5561
B -1.3800 0.0132 3.8269
N 0.1240 0.3729 3.9982
C 0.8222 0.7351 5.0807
C 2.1202 1.0077 4.6936
C 2.1226 0.7809 3.3135
N 0.9161 0.4018 2.8949
N -2.0073 1.0517 2.8466
C -2.9585 1.9701 3.0483
C -3.1281 2.6905 1.8819
C -2.2067 2.1239 0.9943
N -1.5310 1.1369 1.5757
H -2.6054 -4.4050 2.5685
H -0.9666 -3.2642 0.6719
H -2.7848 -2.4378 4.4874
H -1.9448 0.0360 4.8935
H 0.3452 0.7717 6.0472
H 2.9421 1.3233 5.3140
H 2.9343 0.8733 2.6070
H -3.4415 2.0464 4.0097
H -3.8146 3.5001 1.7003
H -1.9894 2.3749 -0.0317
C -4.4746 -3.0113 -1.3439
N -4.1550 -1.7798 -2.0458
C -5.2192 -1.2404 -2.8724
C -3.1252 -1.0184 -1.5488
O -2.4460 -1.3768 -0.6115
C -2.8739 0.3292 -2.2331
O -1.6443 0.8989 -1.8802
C -0.5932 0.6948 -2.7795
C 0.2756 -0.4899 -2.4060
O 0.0995 -1.1129 -1.3760
N 1.2844 -0.8039 -3.2648
C 2.1809 -1.9033 -2.9378
C 1.6022 -0.0895 -4.4885
H -4.8060 -3.7558 -2.0687
H -5.2715 -2.8579 -0.6082
H -3.5954 -3.3700 -0.8191
H -5.6121 -2.0332 -3.5089
H -4.8652 -0.4447 -3.5203
H -6.0462 -0.8500 -2.2698
H -3.6523 1.0207 -1.8978
H -2.9619 0.2404 -3.3183
H 0.0372 1.5837 -2.7732
H -0.9745 0.5609 -3.7966
H 1.8279 -2.3996 -2.0421
H 3.1898 -1.5258 -2.7551
H 2.2088 -2.6162 -3.7656
H 1.1082 0.8748 -4.5481
H 1.3375 -0.6746 -5.3735
H 2.6767 0.0984 -4.5174
C 2.2318 -3.1045 1.5647
C 2.8139 -1.9580 0.7963
C 4.1209 -1.9715 0.3477
C 4.5950 -0.8485 -0.3365
C 3.7864 0.2399 -0.5481
C 2.4499 0.2165 -0.0527
N 2.0029 -0.9139 0.5830
N 1.5319 1.2033 -0.0862
Si 1.9013 2.8124 -0.5343
C 0.3982 3.8779 -0.3945
C 2.4960 2.9868 -2.3084
C 3.2110 3.5334 0.5762
H 2.9916 -3.8549 1.7802
H 1.4251 -3.5775 1.0020
H 1.7985 -2.7512 2.5020
H 4.7527 -2.8281 0.5428
H 5.6187 -0.8313 -0.6956
H 4.1601 1.1202 -1.0549
H -0.4054 3.5501 -1.0627
H 0.6790 4.9000 -0.6754
H 0.0056 3.8955 0.6268
H 1.6599 3.1959 -2.9860
H 3.0137 2.0963 -2.6815
H 3.1891 3.8323 -2.3846
H 2.8668 3.4958 1.6161
H 3.4082 4.5806 0.3207
H 4.1581 2.9861 0.5211
*
```

The value obtained for the HOMO energy (alpha / beta) is -6.147 / -7.103 eV. The LUMO energy (alpha / beta) is 0.5 / 0.5 eV.

(2)
One molecule with the formula C2H7N3O. Source: OMol25; level of theory: ωB97M-V/def2-TZVPD.

```
! wB97M-V def2-TZVPD RIJCOSX def2/J DEFGRID3
* xyz 0 1
C 1.0592 -1.0536 0.9735
N -0.2806 -1.0814 0.4059
N -0.3528 -0.5091 -0.8731
C -0.6527 0.7877 -1.1800
N -0.7151 1.6532 -0.1117
O -0.8903 1.1291 -2.3175
H 1.0233 -1.5540 1.9387
H 1.4806 -0.0485 1.1080
H 1.7172 -1.6133 0.3104
H -0.9531 -0.6316 1.0243
H -0.4569 -1.1712 -1.6295
H -0.7999 2.6229 -0.3681
H -0.1789 1.4697 0.7190
*
```

The value obtained for the HOMO energy is -9.341 eV. The LUMO energy is 0.8 eV.

(3)
A 3-piece molecular cluster, H6O3 overall. Source: OMol25; level of theory: ωB97M-V/def2-TZVPD.

```
! wB97M-V def2-TZVPD RIJCOSX def2/J DEFGRID3
* xyz 0 1
O 0.5678 -1.1648 1.1535
H -0.2666 -1.3329 1.6203
H 0.8509 -0.3450 1.5860
O -1.3637 1.1815 0.3801
H -1.6831 1.6954 -0.3759
H -0.9833 0.4096 -0.0626
O 0.6874 -0.1379 -1.7078
H 1.3806 0.5125 -1.5596
H 0.8101 -0.8184 -1.0339
*
```

The value obtained for the HOMO energy is -11.266 eV. The LUMO energy is 0.7 eV.

(4)
Cl3HN2 as an isolated structure. Source: OMol25; level of theory: ωB97M-V/def2-TZVPD.

```
! wB97M-V def2-TZVPD RIJCOSX def2/J DEFGRID3
* xyz 0 1
N -1.1678 -0.0212 0.8953
N 0.7687 0.4840 -0.7753
Cl -1.1224 -1.5724 0.3883
Cl 1.2955 -0.9922 -1.0078
Cl 1.7598 1.3694 0.3214
H -1.5338 0.7324 0.1781
*
```

The value obtained for the HOMO energy (alpha / beta) is -9.712 / -9.818 eV. The LUMO energy (alpha / beta) is -1.4 / -0.9 eV.

(5)
One molecule with the formula C16H32O. Source: OMol25; level of theory: ωB97M-V/def2-TZVPD.

```
! wB97M-V def2-TZVPD RIJCOSX def2/J DEFGRID3
* xyz 0 1
C 3.9138 -2.6652 -3.8091
C 2.4708 -2.6573 -3.3183
C 2.2100 -3.7904 -2.3293
C 0.7541 -3.8965 -1.8720
C 0.2618 -2.6822 -1.0716
C -0.5823 -1.7132 -1.8989
C -0.9520 -0.4657 -1.0993
C -1.8597 0.4718 -1.8914
C -2.1295 1.8079 -1.1960
C -2.8930 1.6773 0.1292
C -1.9920 1.7018 1.3673
C -1.5080 3.1126 1.7031
C -0.3407 3.1250 2.6896
C -0.7089 2.5636 4.0615
C 0.4624 2.6449 5.0381
C 1.5584 1.6647 4.7384
O 1.5335 0.8062 3.9035
H 4.0867 -1.8491 -4.5073
H 4.6007 -2.5523 -2.9729
H 4.1420 -3.6020 -4.3133
H 2.2643 -1.6985 -2.8408
H 1.7972 -2.7616 -4.1723
H 2.8496 -3.6547 -1.4535
H 2.4949 -4.7360 -2.7988
H 0.1124 -4.0408 -2.7441
H 0.6666 -4.7932 -1.2542
H -0.3428 -3.0229 -0.2279
H 1.1192 -2.1499 -0.6549
H -1.4959 -2.2198 -2.2208
H -0.0379 -1.4172 -2.7970
H -1.4524 -0.7718 -0.1792
H -0.0369 0.0644 -0.8242
H -2.8108 -0.0298 -2.0876
H -1.3934 0.6762 -2.8593
H -1.1779 2.3139 -1.0237
H -2.7075 2.4297 -1.8838
H -3.4640 0.7467 0.1167
H -3.6133 2.4941 0.2179
H -1.1274 1.0580 1.2076
H -2.5521 1.3030 2.2153
H -2.3382 3.6948 2.1113
H -1.1833 3.6079 0.7856
H 0.4817 2.5390 2.2760
H 0.0083 4.1549 2.8092
H -1.0000 1.5179 3.9603
H -1.5575 3.1196 4.4661
H 0.8971 3.6483 5.0478
H 0.1289 2.4353 6.0594
H 2.4432 1.7909 5.3976
*
```

The value obtained for the HOMO energy is -9.823 eV. The LUMO energy is 1.0 eV.

(6)
C32H34BrCuIN3SSi as an isolated structure. Source: OMol25; level of theory: ωB97M-V/def2-TZVPD.

```
! wB97M-V def2-TZVPD RIJCOSX def2/J DEFGRID3
* xyz -2 1
Cu 1.1579 -0.3815 1.2766
C 0.3293 -1.9222 0.3793
Si -0.3497 -1.3674 -1.2072
C 0.9117 -0.5194 -2.3565
N 1.7086 0.4658 -1.6436
C 1.1182 1.7908 -1.4652
C 2.0323 2.8923 -2.0107
C 2.6335 2.4359 -3.3384
C 3.5715 1.2372 -3.1157
C 3.1379 0.4674 -1.8525
C -1.0881 -2.7625 -2.2926
C -2.4602 -2.9687 -2.4574
C -2.9557 -4.0423 -3.1899
C -2.0834 -4.9423 -3.7854
C -0.7139 -4.7614 -3.6385
C -0.2320 -3.6878 -2.9011
C -1.7687 -0.1437 -0.9350
C -2.4619 0.4266 -2.0075
C -3.4811 1.3481 -1.8068
C -3.8285 1.7228 -0.5139
C -3.1534 1.1732 0.5669
C -2.1367 0.2492 0.3547
H 1.0359 -2.7537 0.2576
H -0.5114 -2.3004 0.9786
H 0.3963 -0.0825 -3.2346
H 1.5825 -1.2855 -2.7643
H 0.8904 1.9837 -0.4130
H 0.1677 1.8186 -2.0119
H 2.8244 3.1212 -1.2910
H 1.4492 3.8078 -2.1342
H 3.1654 3.2524 -3.8348
H 1.8129 2.1424 -4.0038
H 4.6016 1.5840 -2.9801
H 3.5663 0.5849 -3.9948
H 3.6126 0.9167 -0.9764
H 3.4865 -0.5674 -1.8880
H -3.1583 -2.2758 -1.9996
H -4.0269 -4.1766 -3.2937
H -2.4665 -5.7811 -4.3555
H -0.0220 -5.4609 -4.0947
H 0.8424 -3.5728 -2.7880
H -2.1965 0.1481 -3.0246
H -3.9980 1.7814 -2.6566
H -4.6163 2.4495 -0.3509
H -3.4004 1.4714 1.5790
H -1.5974 -0.1463 1.2093
S 0.4039 2.5142 4.1304
Br -4.3384 0.1553 6.6589
C -3.9594 -1.2934 5.4546
C -4.8503 -2.3605 5.4918
C -4.6432 -3.4427 4.6516
C -3.5491 -3.4401 3.7939
C -2.6796 -2.3604 3.7857
C -2.8609 -1.2474 4.6150
I -1.3975 0.4162 4.4147
H -5.6941 -2.3380 6.1697
H -5.3339 -4.2779 4.6672
H -3.3744 -4.2775 3.1278
H -1.8258 -2.3672 3.1156
N 1.5254 3.5665 1.8776
C 0.8500 2.3290 2.3376
N 1.7881 1.2695 1.9914
C 2.9970 1.8480 1.8165
C 4.2601 1.2798 1.6492
C 5.3701 2.1135 1.4401
C 5.2455 3.4905 1.4105
C 3.9721 4.0804 1.5831
C 2.8851 3.2668 1.7767
H 1.2855 4.3652 2.4441
H -0.0963 2.1999 1.8072
H 4.3735 0.2020 1.6903
H 6.3492 1.6633 1.3070
H 6.1162 4.1170 1.2538
H 3.8532 5.1589 1.5439
*
```

The value obtained for the HOMO energy is -0.592 eV. The LUMO energy is 4.2 eV.

(7)
C37H31CdN2O2P2S3 as an isolated structure. Source: OMol25; level of theory: ωB97M-V/def2-TZVPD.

```
! wB97M-V def2-TZVPD RIJCOSX def2/J DEFGRID3
* xyz -1 1
Cd 0.2982 -0.3513 0.3260
S -0.6654 -0.2964 2.7612
P 0.8568 1.0782 2.7453
C 1.6633 1.0087 1.2877
P 2.6455 2.1702 0.4151
S -1.4162 1.6426 -1.7851
C 4.3653 1.4788 0.4365
C 5.4498 2.2783 0.0622
C 6.7128 1.7355 -0.1104
C 6.9156 0.3689 0.0632
C 5.8462 -0.4367 0.4210
C 4.5837 0.1160 0.6106
C 2.8883 3.6247 1.5327
C 2.1329 4.7695 1.2891
C 2.2426 5.8879 2.1035
C 3.1225 5.8813 3.1760
C 3.8820 4.7475 3.4338
C 3.7626 3.6300 2.6199
C 1.8573 0.7379 4.2484
C 1.2929 0.6715 5.5219
C 2.0807 0.3857 6.6243
C 3.4438 0.1552 6.4656
C 4.0087 0.2042 5.2011
C 3.2148 0.4924 4.0969
C 0.1004 2.7054 3.1303
C 0.5364 3.5504 4.1427
C -0.0632 4.7911 4.3308
C -1.0982 5.1976 3.5061
C -1.5317 4.3619 2.4816
C -0.9363 3.1271 2.2967
H 5.2991 3.3425 -0.0916
H 7.5427 2.3767 -0.3858
H 7.8989 -0.0614 -0.0860
H 5.9904 -1.5029 0.5513
H 3.7411 -0.5090 0.8878
H 1.4471 4.7766 0.4487
H 1.6360 6.7627 1.9030
H 3.2127 6.7538 3.8123
H 4.5675 4.7309 4.2733
H 4.3651 2.7545 2.8259
H 0.2284 0.8371 5.6419
H 1.6340 0.3350 7.6099
H 4.0585 -0.0713 7.3284
H 5.0669 0.0133 5.0686
H 3.6379 0.5121 3.0988
H 1.3586 3.2544 4.7816
H 0.2947 5.4442 5.1176
H -1.5639 6.1648 3.6532
H -2.3378 4.6735 1.8285
H -1.2748 2.4721 1.5013
C 5.9605 0.3859 -3.8896
C 4.6082 -0.1597 -3.5209
C 4.2419 -1.4646 -3.8505
C 3.0011 -1.9664 -3.4995
C 2.1105 -1.1620 -2.7973
C 2.4477 0.1415 -2.4770
C 3.6927 0.6329 -2.8415
S 0.6085 -1.9293 -2.2361
O 0.9420 -2.6112 -0.9953
O 0.1068 -2.7283 -3.3238
N -0.3423 -0.7322 -1.7678
C -0.8685 0.1917 -2.6389
C -0.9077 0.1221 -3.9948
C -1.3946 1.1572 -4.8582
C -2.3733 2.0621 -4.6334
C -3.2809 2.0344 -3.5015
N -3.0718 1.7655 -2.2731
H 6.6330 -0.4103 -4.2098
H 6.4125 0.8955 -3.0378
H 5.8781 1.1061 -4.7070
H 4.9450 -2.0986 -4.3788
H 2.7243 -2.9807 -3.7565
H 1.7701 0.7827 -1.9286
H 3.9571 1.6452 -2.5586
H -0.4932 -0.7581 -4.4689
H -0.9600 1.1610 -5.8545
H -2.6645 2.7142 -5.4491
H -4.3303 2.2241 -3.7429
*
```

The value obtained for the HOMO energy is -4.030 eV. The LUMO energy is 2.5 eV.

(8)
A 2-piece molecular cluster, C6H8N3OS overall. Source: OMol25; level of theory: ωB97M-V/def2-TZVPD.

```
! wB97M-V def2-TZVPD RIJCOSX def2/J DEFGRID3
* xyz 1 1
C 2.2578 0.7857 -0.8030
C 0.7568 0.9582 -0.5964
C 0.2471 2.1361 0.0567
N -0.9915 2.4760 0.3101
N -1.8136 1.5217 -0.0894
C -1.5283 0.3704 -0.6640
N -2.6245 -0.5192 -0.9644
C -2.3961 -1.5607 -0.3460
S -1.9526 -2.8995 0.3232
C -0.2015 -0.0153 -0.9989
H 2.8305 1.4534 -0.1380
H 2.4931 -0.2728 -0.5525
H 2.5408 0.8983 -1.8712
H 1.0015 2.8681 0.3952
H -2.8052 1.7195 0.0800
H 0.0555 -0.9512 -1.5039
O 0.9042 -3.1676 2.7213
H 0.9564 -2.3176 2.2720
H 0.0939 -3.5643 2.3837
*
```

The value obtained for the HOMO energy is -14.239 eV. The LUMO energy is -5.4 eV.

(9)
One molecule with the formula C4H8O2S. Source: OMol25; level of theory: ωB97M-V/def2-TZVPD.

```
! wB97M-V def2-TZVPD RIJCOSX def2/J DEFGRID3
* xyz 0 1
C -2.3563 -0.5445 -0.9076
S -1.3592 0.2497 0.1649
O -1.8543 0.7524 1.4049
C 0.0270 -0.7936 0.3539
C 1.0729 0.1695 0.7353
C 0.9531 1.1646 -0.3720
O -0.3851 1.5118 -0.6089
H -3.2326 0.0460 -1.1430
H -1.8339 -0.8329 -1.7968
H 0.3457 -1.2647 -0.6745
H -0.1017 -1.3664 1.2665
H 2.1093 -0.2256 0.7836
H 0.7832 0.6058 1.6725
H 1.4354 2.0922 -0.1727
H 1.4603 0.6069 -1.2030
*
```

The value obtained for the HOMO energy is -8.571 eV. The LUMO energy is 0.7 eV.

(10)
A 11-piece molecular cluster, C29H79O11 overall. Source: OMol25; level of theory: ωB97M-V/def2-TZVPD.

```
! wB97M-V def2-TZVPD RIJCOSX def2/J DEFGRID3
* xyz -1 1
C -1.2353 -0.3310 0.4747
C 0.1661 -0.1543 -0.0759
C 1.2114 -0.1725 1.0664
O 0.4951 -1.0664 -1.0861
H -1.2776 -1.3558 0.8437
H -2.0228 -0.2438 -0.2739
H -1.3972 0.4009 1.2660
H 0.2716 0.8677 -0.4400
H 0.9073 0.5404 1.8328
H 2.2442 0.0142 0.7720
H 1.1973 -1.1569 1.5342
C 2.3954 4.4415 0.0704
C 2.5465 3.5561 -1.1967
C 2.8811 4.4036 -2.4187
O 3.4206 2.5000 -1.0232
H 1.5390 5.0903 -0.1134
H 3.2886 5.0229 0.2991
H 2.2083 3.8052 0.9354
H 1.6111 3.0093 -1.3153
H 2.1604 5.2124 -2.5394
H 2.9229 3.6733 -3.2269
H 3.8506 4.8943 -2.3333
H 4.1085 2.7731 -0.4120
C -2.6843 3.3457 -0.0196
C -1.7615 4.5269 -0.1190
C -1.4572 4.7661 -1.6139
O -2.3980 5.6749 0.4600
H -2.8588 3.1423 1.0369
H -2.2299 2.4276 -0.3922
H -3.6315 3.4318 -0.5520
H -0.8411 4.3449 0.4359
H -0.7702 4.0650 -2.0878
H -0.9538 5.7114 -1.8166
H -2.4390 4.7700 -2.0875
H -1.7277 6.3595 0.5214
C 5.0498 0.5599 2.2906
C 6.3789 0.3013 3.0275
C 6.4219 -1.1391 3.6247
O 7.3571 0.2605 2.0189
H 5.0293 1.5804 1.9083
H 4.1516 0.3407 2.8679
H 4.9961 -0.1596 1.4736
H 6.6463 1.0869 3.7342
H 7.4303 -1.3056 4.0034
H 6.1626 -1.9473 2.9407
H 5.7222 -1.2494 4.4531
H 7.1336 0.9134 1.3515
C -5.9402 0.3110 -0.5924
C -5.6085 0.8398 -1.9515
C -4.4980 0.0044 -2.6196
O -6.6995 0.9228 -2.7878
H -4.9854 0.2511 -0.0699
H -6.3782 -0.6863 -0.6310
H -6.6735 0.9593 -0.1127
H -5.2356 1.8639 -1.9394
H -4.3234 0.3070 -3.6521
H -4.8081 -1.0404 -2.6384
H -3.6155 0.0654 -1.9828
H -7.3625 1.2731 -2.1883
C -2.3074 -2.1150 -4.7993
C -1.9668 -2.9738 -3.5653
C -2.0745 -4.4301 -3.9059
O -0.5668 -2.8648 -3.2833
H -3.2808 -2.3484 -5.2309
H -1.5520 -2.2138 -5.5788
H -2.2920 -1.0520 -4.5587
H -2.4758 -2.7034 -2.6402
H -1.2758 -4.7827 -4.5585
H -2.9988 -4.8028 -4.3475
H -1.9336 -5.0456 -3.0174
H -0.4617 -2.4315 -2.4332
C -3.9124 -3.1022 0.0529
C -3.8267 -2.8873 1.5583
C -4.2693 -1.5675 2.1579
O -4.6090 -3.9005 2.2091
H -4.9219 -3.2924 -0.3116
H -3.4145 -4.0164 -0.2703
H -3.5428 -2.2830 -0.5638
H -2.7763 -3.0703 1.7846
H -5.3417 -1.4051 2.0496
H -3.7736 -0.6842 1.7554
H -3.9874 -1.5311 3.2102
H -4.6701 -3.7455 3.1545
C 2.3414 1.8563 4.9666
C 1.6904 2.4678 3.7563
C 0.1529 2.2824 3.7782
O 1.9755 3.8562 3.7983
H 2.0882 0.7966 5.0000
H 2.0345 2.3057 5.9110
H 3.4278 1.8352 5.0519
H 2.1500 2.0464 2.8623
H -0.3696 2.4222 2.8319
H -0.2649 2.9666 4.5167
H -0.1177 1.2633 4.0544
H 2.8771 4.0763 3.5526
C -0.5889 -4.5201 0.1445
C 0.8105 -4.3054 0.7718
C 1.5133 -5.6582 1.1128
O 1.6031 -3.6049 -0.1577
H -1.2364 -4.8949 0.9371
H -0.6194 -5.3188 -0.5966
H -1.0287 -3.5940 -0.2257
H 0.6846 -3.6294 1.6175
H 2.5344 -5.5402 1.4757
H 1.3709 -6.2718 0.2233
H 0.9603 -6.1548 1.9101
H 1.1348 -2.8453 -0.5117
C 5.2815 -2.6673 -0.1494
O 3.9601 -2.1663 0.1055
H 5.2435 -3.2582 -1.0645
H 6.0544 -1.9086 -0.2726
H 5.5951 -3.3291 0.6578
H 3.3527 -2.9004 0.2227
C -0.0548 1.7819 -3.8564
O 1.3304 1.7535 -4.0396
H -0.5113 1.1135 -4.5864
H -0.3296 1.2872 -2.9248
H -0.4601 2.7933 -3.8853
H 1.5547 2.3086 -4.7901
*
```

The value obtained for the HOMO energy is -3.864 eV. The LUMO energy is 2.3 eV.

(11)
A 2-piece molecular cluster, CH7NOS2 overall. Source: OMol25; level of theory: ωB97M-V/def2-TZVPD.

```
! wB97M-V def2-TZVPD RIJCOSX def2/J DEFGRID3
* xyz 0 1
N 0.7035 2.1079 -1.6928
C -0.5190 2.5684 -1.0808
O -0.6156 2.3608 0.3312
H 0.8297 1.1142 -1.5146
H 1.4847 2.5094 -1.1767
H -1.3550 2.0255 -1.4997
H -0.6217 3.6196 -1.3196
H -0.3501 3.1953 0.7291
S 0.7951 -2.4489 0.9677
S -0.7837 -1.2103 0.3726
H 0.3948 -3.4628 0.1904
H -0.0330 -0.1592 0.0323
*
```

The value obtained for the HOMO energy is -8.908 eV. The LUMO energy is 0.4 eV.

Energy relative to the best compared isomer or geometry (same formula, charge and spin)
In order: 0.0000 1.1492 0.2906 2.1035 0.1957 0.1160 3.3645 0.8999 4.1394 1.4264 0.1810
Unit: eV
E_tot
In order: -3047.21092 -319.90755 -229.31440 -1490.46452 -704.07880 -6603.98650 -3733.58832 -870.81853 -705.74350 -1979.86818 -968.64203
Unit: hartree
F_max
In order: 1.3 0.7 0.7 2.8 0.7 0.2 0.5 2.9 3.8 2.5 0.8
Unit: eV/A